Entry from the Open Molecules 2025 dataset: 2 unconnected molecules or ions with the total composition C4H3OP at a distorted geometry (wB97M-V/def2-TZVPD).

## Properties
Lowest unoccupied orbital energy = -0.042 hartree
Orbital gap = 0.3333 hartree
Energy relative to the best compared isomer or geometry (same formula, charge and spin) = 3.030 eV
SMILES = C#CP=O.C#C
2S+1 = 1

Geometry as XYZ:
```
9
Properties=species:S:1:pos:R:3:forces:R:3
C 2.2610 0.3107 -1.0359 -3.0 2.6 -0.5
C 1.3456 1.0914 -1.2138 0.6 -0.4 0.1
P 0.0821 2.4093 -1.2142 0.0 -0.9 0.9
O 0.3891 3.2836 -2.3360 0.2 0.7 -0.9
H 2.9911 -0.3148 -0.7510 2.2 -1.9 0.6
C -0.8673 -0.0418 1.3215 1.1 0.1 -0.4
C -1.9504 -0.0161 0.8068 -0.6 -0.8 -0.9
H 0.2126 -0.0662 1.5054 -1.2 0.1 0.3
H -2.8155 -0.2456 0.1726 0.6 0.6 1.0
```
Forces are in eV/Å.

Results of the Löwdin charge analysis, in e, for atoms 1 through 6: C 0.06; C -0.33; P 0.79; O -0.49; H -0.01; C -0.05

***

Entry from the Open Molecules 2025 dataset: a gas-phase ion, C4H3S2 (charge -1) at a distorted geometry (wB97M-V/def2-TZVPD).

## Properties
Lowest unoccupied orbital energy = 0.136 hartree
Orbital gap = 0.2586 hartree
Energy relative to the best compared isomer or geometry (same formula, charge and spin) = 0.365 eV
Total charge = -1
SMILES = Cc1c([S-])c1=S
2S+1 = 1

Geometry as XYZ:
```
9
Properties=species:S:1:pos:R:3:forces:R:3
C -1.3485 -0.0589 0.0056 0.5 1.1 0.7
C 0.1285 0.1204 0.0980 0.3 -1.3 0.1
C 1.3001 0.8228 0.0658 -0.8 -2.0 -0.4
S 1.9999 2.2775 -0.0375 1.0 1.5 0.0
C 1.2930 -0.6509 0.0106 -1.4 2.2 0.8
S 1.9481 -2.1571 0.0669 0.4 -0.5 -0.2
H -1.4882 -0.9467 -0.5050 -0.4 -2.1 -1.0
H -1.8351 0.6768 -0.5774 -0.2 1.2 -0.9
H -1.9978 -0.0838 0.8731 0.6 -0.1 0.8
```
Forces are in eV/Å.

Results of the Löwdin charge analysis, in e, for atoms 1 through 6: C -0.04; C -0.26; C -0.86; S 0.42; C -0.81; S 0.39

***

Entry from the Open Molecules 2025 dataset: C4H4 in the gas phase (wB97M-V/def2-TZVPD).

## Properties
Lowest unoccupied orbital energy = 0.038 hartree
Orbital gap = 0.3815 hartree
Energy relative to the best compared isomer or geometry (same formula, charge and spin) = 0.003 eV
SMILES = C#CC=C
2S+1 = 1

Geometry as XYZ:
```
8
Properties=species:S:1:pos:R:3:forces:R:3
C 1.9115 -0.1744 -0.0008 -0.4 0.1 0.0
C 0.7373 0.1076 -0.0001 0.8 -0.3 0.1
C -0.6428 0.4853 0.0077 0.0 0.3 -0.1
C -1.6619 -0.3680 -0.0043 -0.2 -0.3 0.1
H 2.9577 -0.4120 -0.0093 -0.4 0.1 0.0
H -0.8146 1.5662 -0.0074 -0.1 -0.4 0.0
H -2.6862 -0.0038 -0.0163 0.2 0.0 0.0
H -1.5216 -1.4530 0.0173 0.0 0.4 -0.1
```
Forces are in eV/Å.

Results of the Löwdin charge analysis, in e, for atoms 1 through 6: C 0.11; C -0.16; C -0.22; C 0.01; H 0.03; H 0.10

***

Entry from the Open Molecules 2025 dataset: 2 unconnected molecules or ions with the total composition C4H4 at a distorted geometry (wB97M-V/def2-TZVPD).

## Properties
Lowest unoccupied orbital energy = 0.029 hartree
Orbital gap = 0.3559 hartree
Energy relative to the best compared isomer or geometry (same formula, charge and spin) = 4.611 eV
2S+1 = 1

Geometry as XYZ:
```
8
Properties=species:S:1:pos:R:3:forces:R:3
C 0.2367 0.6984 -0.5800 -0.3 -0.6 0.5
C -0.8010 -0.3314 -0.2985 0.6 0.6 0.3
C -0.1725 0.4158 0.8267 0.1 -0.3 -0.7
C 0.6032 -0.5689 0.0644 3.5 -4.2 0.1
H 0.5362 1.4546 -1.2537 0.1 0.4 -0.3
H -1.7020 -0.7602 -0.6449 -0.4 -0.2 -0.2
H -0.3514 0.8491 1.7727 -0.1 0.2 0.4
H 1.6507 -1.7575 0.1132 -3.6 4.2 -0.1
```
Forces are in eV/Å.

Results of the Löwdin charge analysis, in e, for atoms 1 through 6: C -0.13; C -0.14; C -0.13; C -0.19; H 0.11; H 0.11

***

Entry from the Open Molecules 2025 dataset: C4H4 in the gas phase at a distorted geometry (wB97M-V/def2-TZVPD).

## Properties
Lowest unoccupied orbital energy (spin up / spin down) = 0.042 / -0.070 hartree
Orbital gap (spin up / spin down) = 0.2234 / 0.3186 hartree
Energy relative to the best compared isomer or geometry (same formula, charge and spin) = 0.922 eV
2S+1 = 3

Geometry as XYZ:
```
8
Properties=species:S:1:pos:R:3:forces:R:3
C -1.0140 -0.6628 0.5934 -0.8 -4.3 -4.7
C -0.4004 0.3559 1.1834 3.8 6.1 1.3
C -0.0037 0.0221 -0.2105 -3.6 -0.6 6.5
C 0.9034 0.1947 -1.1685 1.7 1.4 -1.6
H -1.7967 -1.3695 0.6474 -0.6 -0.4 -0.3
H -0.1905 0.9236 2.1006 0.1 -0.7 -0.8
H 1.6122 1.1010 -1.2123 -1.3 -1.7 0.0
H 0.8897 -0.5650 -1.9335 0.6 0.1 -0.4
```
Forces are in eV/Å.

Results of the Löwdin charge analysis, in e, for atoms 1 through 6: C -0.09; C -0.10; C -0.21; C 0.08; H 0.06; H 0.08

***

Entry from the Open Molecules 2025 dataset: 16 unconnected molecules or ions with the total composition C4H40N2O15 at a distorted geometry (wB97M-V/def2-TZVPD).

## Properties
Lowest unoccupied orbital energy = -0.006 hartree
Orbital gap = 0.3521 hartree
Energy relative to the best compared isomer or geometry (same formula, charge and spin) = 2.015 eV
2S+1 = 1

Geometry as XYZ:
```
61
Properties=species:S:1:pos:R:3:forces:R:3
C 0.3352 0.6112 -2.5742 0.3 0.4 0.3
C 0.1980 0.7866 -1.0597 -0.4 -1.5 0.3
C 0.8555 -0.3484 -0.2689 1.5 1.3 0.4
N 2.5617 -0.7639 2.1448 1.2 -0.1 0.0
C 1.2585 -0.3690 2.1298 -0.6 0.2 -0.6
N 0.4890 -0.1842 1.1381 -1.1 -0.8 -0.6
H -0.4826 0.0301 -2.9918 -0.3 0.3 0.0
H 0.4013 1.6188 -2.9822 -0.2 -0.2 -0.6
H 1.2217 0.0583 -2.8927 0.3 0.2 0.3
H 0.4496 1.7365 -0.6096 0.6 0.4 -0.3
H -0.8408 0.7336 -0.7950 -0.8 0.0 0.0
H 1.9487 -0.2203 -0.3494 0.0 -0.1 -0.2
H 0.6645 -1.2900 -0.7758 -0.5 -0.5 0.5
H 2.9430 -1.0904 3.0121 -0.1 0.2 0.4
H 3.0808 -1.1411 1.3511 -0.7 -0.1 -0.2
H 0.8462 -0.0297 3.0722 0.2 -0.4 0.3
H 0.1189 -4.6867 -1.1931 0.0 -0.2 -0.1
H 0.0621 -5.6172 -2.3917 0.1 0.2 0.0
O 0.3763 -4.7426 -2.1333 -0.1 0.0 0.1
H -0.8634 -5.8523 0.7987 0.0 -0.3 -0.1
H -0.8320 -4.3606 1.1097 0.2 -0.5 -0.4
O -0.3859 -5.0604 0.5549 -0.1 0.6 0.3
H -3.4245 0.0954 -0.6890 -0.6 -0.3 -0.2
H -4.7714 -0.5120 -1.2629 0.0 0.1 0.3
O -3.8833 -0.2292 -1.4955 0.5 0.4 -0.3
H 3.9486 -1.6681 -1.0271 0.1 0.2 -0.2
H 3.2429 -2.7613 -0.2679 0.0 -0.1 0.1
O 3.7924 -1.9787 -0.1339 0.0 -0.3 -0.1
H 2.3108 3.0001 1.0320 0.0 0.5 -0.2
H 1.2187 3.5990 0.1088 -0.3 0.3 0.0
O 1.6319 3.7052 0.9760 0.4 -0.6 0.3
H 0.6583 2.5212 1.9435 -0.3 0.3 0.1
H -0.2621 2.9321 3.1095 0.5 0.0 0.1
O 0.0158 2.1653 2.5926 -0.2 0.1 0.4
H -2.5694 3.6564 1.9648 0.2 0.1 -0.1
H -1.6114 2.4011 2.1267 -0.3 0.3 -0.3
O -2.5419 2.7006 2.0084 -0.3 -0.6 0.1
H 0.9411 3.8124 -3.7192 0.2 0.0 0.0
H 2.1701 3.6521 -2.7682 -0.4 0.0 -0.1
O 1.4191 4.2342 -2.9969 0.1 0.0 0.1
H -1.1075 -2.4123 1.6574 -0.2 -0.1 0.2
H -2.5160 -2.9691 1.9553 0.1 -0.3 -0.4
O -1.5712 -3.2009 1.9854 0.3 0.7 0.4
H 3.3354 0.9119 1.4496 0.3 -0.1 0.3
H 4.4152 2.0451 1.1824 0.0 -0.2 0.2
O 3.5567 1.6969 0.9245 -0.1 0.2 -0.4
H 3.7730 2.0755 -1.6301 0.1 0.1 0.0
H 2.4092 1.6536 -1.2219 -0.6 -0.4 0.7
O 2.8531 2.1438 -1.8990 0.8 0.4 -0.7
H -3.1013 0.9519 1.3160 0.4 -0.1 0.2
H -1.8998 -0.0755 1.1537 -0.3 0.6 0.1
O -2.8664 0.0423 1.0446 0.4 0.0 0.0
H -3.5101 -1.6522 0.7272 -0.6 -0.3 -0.6
H -4.0388 -2.6976 -0.3734 0.5 0.1 -0.1
O -3.8943 -2.5366 0.5699 -0.2 0.1 1.2
H -0.4746 4.9515 -0.7606 0.1 0.6 0.0
H 0.2518 3.9142 -1.6413 -0.3 0.5 -0.2
O -0.4148 4.0179 -0.9327 0.1 -0.9 0.0
H -3.1498 -1.7874 -1.8691 0.1 -0.6 -0.3
H -2.3379 -3.1387 -1.6991 0.0 0.1 -0.1
O -3.1639 -2.7651 -2.0242 0.0 0.3 -0.2
```
Forces are in eV/Å.

Results of the Löwdin charge analysis, in e, for atoms 1 through 6: C -0.08; C -0.24; C -0.22; N 0.10; C -0.29; N 0.02

***

Entry from the Open Molecules 2025 dataset: 15 unconnected molecules or ions with the total composition C4H41N2O15 at a distorted geometry (wB97M-V/def2-TZVPD).

## Properties
Lowest unoccupied orbital energy (spin up / spin down) = 0.007 / 0.004 hartree
Orbital gap (spin up / spin down) = 0.0787 / 0.3684 hartree
2S+1 = 2

Geometry as XYZ:
```
62
Properties=species:S:1:pos:R:3:forces:R:3
C -0.7557 -3.0706 0.5557 -1.2 1.0 0.3
O -1.3516 -2.0866 1.3822 0.7 -0.1 1.1
C -0.2679 -2.2208 -0.6323 -0.3 -0.9 0.1
C 0.6508 -3.0295 -1.5267 0.9 -0.1 -0.1
C 1.0624 -2.4371 -2.8831 0.1 -0.2 -0.7
N 2.4448 -1.9167 -2.9859 -0.6 -0.2 1.4
N 0.2493 -0.9222 -0.1495 -0.2 1.2 -0.1
H -0.0107 -3.7011 1.0566 0.3 0.6 0.1
H -1.5576 -3.7532 0.3101 0.0 -0.3 -0.9
H -2.2996 -2.1080 1.5840 -0.3 -0.4 -0.4
H -1.1999 -1.9044 -1.1146 0.2 -0.4 -0.4
H 1.5727 -3.3783 -1.0380 -0.1 0.6 0.4
H 0.1764 -4.0022 -1.6712 -0.5 0.2 -0.3
H 0.9477 -3.2615 -3.5938 -0.3 0.3 -0.3
H 0.4368 -1.5967 -3.1702 -0.3 -0.3 0.0
H 3.0851 -2.6850 -3.0736 0.4 0.0 -0.2
H 2.5520 -1.2447 -3.7263 -0.1 0.0 -0.2
H -0.4793 -0.4235 0.3734 -0.2 -0.8 0.6
H 0.3606 -0.1934 -0.8689 0.5 -0.5 -0.4
H 1.0966 -0.9046 0.4145 0.4 -0.2 -0.1
H -0.3649 4.2451 -1.6226 0.1 0.2 -0.4
H -1.7032 4.4032 -2.3543 -0.1 0.0 0.0
O -0.9542 3.8111 -2.2569 -0.3 0.3 -0.1
H -2.2719 1.2128 -0.6699 -0.3 -0.2 -0.7
H -3.4288 1.2185 0.2850 -0.3 -0.1 -0.1
O -3.2240 0.9878 -0.6366 0.3 0.2 0.6
H 3.5593 -0.7997 0.1859 0.6 -0.8 -0.4
H 2.7480 -1.0167 -1.3520 1.2 -1.0 0.1
O 2.9219 -0.5902 -0.4905 -1.2 1.1 0.1
H 0.1327 2.1036 -1.4407 -0.2 0.5 -0.2
H -0.7611 2.3052 -0.1504 0.5 0.5 -0.1
O -0.4599 1.6822 -0.8242 -0.5 -1.3 0.7
H 1.5120 1.3320 -2.9859 0.4 -0.4 0.2
H 0.3263 1.0767 -3.7676 -0.4 -0.5 -0.1
O 0.9794 0.5681 -3.2614 0.0 1.2 -0.2
H 4.3064 0.5854 2.7589 0.0 0.0 0.2
H 4.9057 1.1938 1.4802 0.1 0.0 0.1
O 4.3005 0.5194 1.8035 0.4 -0.3 -0.5
H 1.6142 3.3563 -1.0492 0.5 -0.1 0.7
H 2.3925 4.6143 -1.4671 0.0 0.0 0.2
O 1.5599 4.1536 -1.5923 -0.1 0.1 -0.4
H -4.1593 -1.2238 1.3903 0.3 0.3 0.1
H -4.1792 -1.9709 2.6714 0.0 0.1 0.4
O -3.7569 -1.1860 2.2846 -0.4 -0.7 -0.2
H 2.2570 1.7466 3.4436 -0.1 0.0 0.2
H 1.0081 1.7358 2.5488 -0.3 0.3 0.1
O 1.9742 1.7035 2.5291 0.1 0.0 0.3
H -0.8414 1.4703 1.6213 -0.5 -0.5 0.3
H -1.5987 2.5070 2.5049 -0.2 -0.6 0.1
O -0.7574 2.3147 2.0681 0.5 0.8 -0.3
H 3.0316 1.7274 -0.6458 0.0 -0.4 0.0
H 2.6809 1.7221 0.8504 -0.6 0.0 -0.1
O 2.3104 1.9110 -0.0373 0.3 0.9 -0.3
H -3.7787 1.7324 4.0304 -0.2 -0.2 0.2
H -3.0705 0.4219 3.5235 -0.3 -0.2 0.0
O -3.1931 1.3631 3.3682 0.4 0.8 -0.4
H 0.0417 -0.7374 4.0775 0.3 0.2 -0.1
H -0.6712 -1.4881 2.9735 0.4 0.2 -0.5
O 0.0768 -0.8778 3.1225 -0.2 -0.1 0.7
H -4.3141 -2.2554 -1.0973 0.1 -0.8 0.2
H -4.0490 -0.9156 -0.6732 0.9 0.4 0.5
O -3.8148 -1.8229 -0.3887 -0.8 0.4 -1.1
```
Forces are in eV/Å.

Results of the Löwdin charge analysis, in e, for atoms 1 through 6: C -0.20; O -0.17; C -0.28; C -0.15; C -0.25; N -0.01

***

Entry from the Open Molecules 2025 dataset: 22 unconnected molecules or ions with the total composition C4H42BO29 at a distorted geometry (wB97M-V/def2-TZVPD).

## Properties
Lowest unoccupied orbital energy = 0.042 hartree
Orbital gap = 0.3255 hartree
Energy relative to the best compared isomer or geometry (same formula, charge and spin) = 0.529 eV
Total charge = -1
2S+1 = 1

Geometry as XYZ:
```
76
Properties=species:S:1:pos:R:3:forces:R:3
O -15.4887 13.3859 10.4807 3.9 -0.5 2.4
C -16.1086 14.0510 9.7284 0.3 -3.0 0.8
O -16.7510 13.4332 8.8381 -1.7 -0.9 -3.7
B -17.9545 14.2020 8.6008 -0.3 0.4 -0.5
O -17.8579 15.3412 9.5115 -2.0 0.4 -1.4
C -16.7210 15.2757 10.0371 1.4 5.5 4.0
O -16.2825 16.0621 10.8776 -0.4 -0.9 -1.2
O -19.1763 13.4606 8.8839 1.3 0.1 1.8
C -19.8941 13.5493 7.8388 -5.4 -3.5 -0.6
O -21.0123 13.0356 7.6798 2.3 1.2 0.7
C -19.1475 14.1307 6.7807 -1.3 1.6 -6.2
O -18.0444 14.6217 7.1987 1.7 0.5 1.3
O -19.5255 14.1879 5.6171 0.7 -0.6 1.5
O -20.2946 14.4793 2.8208 -0.7 1.0 -2.8
H -21.0629 14.2326 2.2608 0.8 0.2 0.6
H -20.3897 13.9559 3.5792 -0.6 -1.3 2.0
O -21.2169 13.0117 10.7719 -0.2 0.4 0.7
H -20.9253 12.7111 9.9140 0.2 -0.6 -0.3
H -21.0401 13.9547 10.7442 0.0 0.3 0.2
O -18.0584 12.6601 3.0989 2.6 -0.9 -0.9
H -18.7392 13.0918 3.5365 -2.2 1.2 1.1
H -17.3052 13.2175 3.3589 -0.1 -0.6 -0.3
O -21.1352 10.6028 9.3291 0.1 -0.1 -1.0
H -21.4339 10.6017 8.3895 -0.1 -0.2 0.8
H -20.1985 10.8016 9.2231 0.1 -0.2 0.4
O -21.3537 12.1960 4.1129 -0.6 -0.3 -0.7
H -20.6576 11.7335 4.5683 0.6 -0.2 0.4
H -21.6162 11.5789 3.4085 0.1 0.4 0.3
O -21.7213 16.0173 6.7312 0.1 -0.1 1.1
H -21.6281 15.8711 5.7987 0.4 0.4 -1.1
H -22.0676 15.1659 7.0242 -0.5 0.0 0.1
O -22.1991 10.6852 6.6750 -0.3 -1.6 0.3
H -21.8749 11.5776 6.6145 -0.2 0.9 -0.8
H -22.5876 10.3166 5.8631 0.4 1.0 0.5
O -17.9163 16.8092 5.1932 0.5 -1.2 0.9
H -17.8320 16.5757 6.1442 0.0 0.2 -0.7
H -17.9904 17.7491 5.1725 -0.2 1.1 0.0
O -15.7696 16.6393 7.2653 0.0 1.4 -1.4
H -15.5374 16.9740 6.3634 -0.5 0.0 1.1
H -15.3929 15.7805 7.2085 0.6 -1.3 0.3
O -13.7162 15.9989 9.4533 -0.8 0.8 0.7
H -13.4965 16.3968 10.3126 -0.6 0.0 -0.1
H -12.9238 15.5440 9.2616 1.4 -0.9 -0.6
O -15.3346 13.9488 13.2520 0.3 0.0 0.5
H -15.2679 13.9128 12.2979 0.2 0.0 -0.5
H -16.2679 14.0531 13.4081 -0.5 -0.1 0.2
O -18.0162 11.6448 10.8471 0.2 0.1 -1.1
H -17.8399 11.6140 9.8859 -0.6 0.0 0.5
H -17.1297 11.4028 11.1134 0.4 -0.3 0.7
O -15.3605 10.7827 9.6563 0.6 -2.3 -0.1
H -14.5326 10.3490 9.9824 -1.1 1.0 -0.4
H -15.3115 11.7217 9.7527 0.5 0.9 0.5
O -12.5108 13.0015 10.4702 2.2 -1.3 1.1
H -11.8497 13.4298 9.9328 -0.3 0.3 -0.4
H -13.3850 13.2412 10.2863 -1.9 1.0 -0.7
O -23.5113 12.5645 9.4606 -1.1 1.4 -0.1
H -22.7718 12.6736 10.0585 0.6 -0.1 0.6
H -23.5103 11.6719 9.1810 0.2 -1.4 -0.4
O -14.9459 18.6560 10.4301 0.2 0.4 0.1
H -14.3545 18.4793 9.6839 -0.6 -0.4 0.2
H -15.5073 17.8860 10.6125 0.4 0.1 -0.5
O -16.2140 17.3085 13.3217 -0.2 0.4 -1.0
H -16.3846 16.4927 13.7563 0.0 -0.9 1.5
H -16.3965 16.9567 12.4350 0.3 0.8 -0.1
O -20.4936 16.7027 4.2587 -1.2 0.2 -0.5
H -20.5859 15.9427 3.6507 0.3 0.5 0.2
H -19.6693 16.5535 4.7157 0.6 -0.2 0.2
O -23.6599 13.9602 7.1098 -1.7 1.5 -0.8
H -23.3432 13.6588 7.9662 -0.4 -0.4 0.7
H -24.4764 14.5392 7.2519 1.9 -1.3 0.0
O -16.4982 12.4071 5.7915 -0.8 -0.5 -1.0
H -15.8770 12.1711 6.4557 0.8 -0.2 1.0
H -16.5680 13.3535 5.7837 0.0 0.7 0.2
O -19.3282 16.4629 12.1583 0.6 -0.2 -0.4
H -18.8300 17.0560 11.5772 -0.3 0.3 0.2
H -18.7629 15.6832 12.0749 -0.4 -0.2 0.3
```
Forces are in eV/Å.

Results of the Löwdin charge analysis, in e, for atoms 1 through 6: O 0.14; C -0.45; O 0.29; B -0.88; O 0.34; C -0.41

***

Number 1: electronic energy -15527.8955 eV. Number 2: electronic energy -25866.8503 eV. Number 3: electronic energy -4210.1553 eV. Number 4: electronic energy -4205.5480 eV. Number 5: electronic energy -4205.5522 eV. Number 6: electronic energy -38491.5006 eV. Number 7: electronic energy -38503.1685 eV. Number 8: electronic energy -64891.4358 eV.